Entry 1:
97
Properties=species:S:1:pos:R:3:mulliken_charge:R:1 method="wB97M-V/def2-TZVPD" charge=+2 homo_ev="-11.91 / -11.91" e_tot_ev=-140342.808
C 2.60330 0.50390 0.02747 0.970
C -6.11039 -0.67828 1.34337 -0.514
H 3.03341 -3.53399 4.52048 0.439
H -0.53717 6.16110 -0.58945 0.462
C 1.61953 6.00386 -0.53281 -1.163
C -1.82531 -5.75107 2.51587 -0.643
H -1.06032 -3.53926 -1.40083 0.647
H 4.81556 0.21499 4.23460 0.387
H -0.21379 5.96715 2.29550 0.516
H -7.10696 -0.22973 1.44884 0.387
H 1.77305 6.53326 0.41991 0.367
H 1.81903 -0.24177 1.93353 0.489
H -0.76974 -0.41502 -2.59807 -0.249
H 1.58542 -3.84812 -5.80685 0.380
C 1.46635 1.14229 -4.43461 -1.659
C -2.83904 5.50243 0.92858 -1.389
H -2.37736 -2.31794 -1.77484 0.209
Ba 1.33267 -2.19572 -1.19096 1.749
H -4.58905 -3.44688 0.06360 0.258
H 4.87432 0.11192 1.75253 0.452
H -6.80355 -2.34936 0.17099 0.391
H 3.01362 -3.82172 2.03447 0.437
H 1.74747 3.58556 -1.25357 0.641
H 3.09313 -2.99232 -5.58925 0.363
C 0.16231 4.93169 2.34319 -0.591
C 1.74284 2.71259 -0.58605 -0.813
H 2.12101 1.98721 -4.21343 0.430
C 2.40433 -3.69151 -5.09543 -1.477
H -2.70243 -3.88863 -0.95183 0.260
C -0.28025 -4.24436 3.63963 -0.482
C -4.67271 -2.45299 0.50222 -0.182
H -1.66446 -1.02090 -5.47853 0.408
Br -1.04888 1.81458 -0.90305 -0.286
H 3.40971 1.77798 -1.51867 0.588
C -0.47553 -3.29374 2.63875 -0.610
N 3.88063 -1.63734 4.46805 -0.593
H 2.92566 -4.64314 -4.93923 0.431
C 0.22252 5.36679 -0.60217 -0.881
C 0.92109 1.62346 1.40694 -2.003
H -2.63243 -5.06523 0.64439 0.228
C -1.99207 -3.05770 -1.05831 -1.626
H 0.05795 -2.33633 2.66927 0.285
H -1.41204 3.75559 3.34927 0.335
H -2.54499 6.25063 0.17980 0.332
H -2.84309 -0.09331 2.12997 0.357
C 4.40866 -0.69805 2.32198 -0.152
H -5.13236 0.78871 2.58030 0.410
C -1.39832 -3.55165 1.60156 0.823
H -3.90885 5.30508 0.78450 0.421
H 3.67867 -0.56552 -1.50266 0.571
H -2.44983 3.44526 1.47862 0.543
C -2.01063 -4.80710 1.49935 -0.423
C 3.36709 -2.88943 2.48214 -0.406
H -2.35892 -6.70498 2.46220 0.417
H 0.44736 1.50024 -4.26183 0.251
C -5.93716 -1.86477 0.62525 -0.647
P -0.25504 4.21693 0.72753 1.301
H -0.84267 0.49966 -5.12513 0.333
H 0.41565 1.73362 2.37178 0.325
C -0.42692 4.19422 3.54039 -1.281
C 3.53899 -1.83436 0.25512 -0.553
C 3.40945 -2.73539 3.87559 -0.547
H -2.40798 3.75930 -0.24550 0.526
H -0.86568 -6.19632 4.40803 0.393
C 1.87048 -3.11506 -3.77075 -0.300
H 1.59405 0.88616 -5.49439 0.437
H -0.54144 4.90574 4.36626 0.366
C -3.53297 -1.75626 0.93802 0.370
C 3.80368 -1.80233 1.68199 0.494
P 0.92091 -1.53866 -4.15301 -0.515
H -1.33068 -1.97338 -3.33642 0.106
H -2.38407 0.17477 -4.36087 0.365
C 3.33582 -0.63934 -0.45675 -1.777
C 1.82430 -0.06048 -3.54292 1.422
H 0.40299 -4.02838 4.46662 0.468
C 4.40286 -0.65780 3.72628 -0.428
C 1.75907 0.55324 1.17529 0.462
C 2.63669 1.70338 -0.74672 -1.600
H 1.71138 6.73806 -1.34898 0.408
H 0.09162 4.83585 -1.55656 0.424
C -4.99364 -0.08128 1.94103 -0.531
H 2.43290 5.27581 -0.65347 0.314
H 1.60351 0.19992 -2.48811 -1.034
H 2.74557 -2.92814 -3.09524 0.595
H 3.59176 -2.82894 -0.23678 1.329
H 0.24114 3.38725 3.86728 0.369
C -1.45116 -0.29778 -4.68058 -1.468
C -2.09990 4.17735 0.72720 -0.723
C -0.97608 -5.46633 3.59653 -0.568
C 0.58198 2.56208 0.32137 0.252
H 1.26254 4.96937 2.39127 0.512
C -0.76289 -1.04844 -3.52077 0.785
H 2.90650 -0.24209 -3.62189 0.298
C -3.71587 -0.59364 1.71634 -0.385
P -1.76910 -2.14257 0.50234 0.596
H -2.71765 5.92200 1.93663 0.315
H 1.16083 -3.84618 -3.31274 0.305



Entry 2:
16
Properties=species:S:1:pos:R:3:mulliken_charge:R:1 method="wB97M-V/def2-TZVPD" homo_ev=-6.73 e_tot_ev=-7389.889
H -1.74327 1.04845 0.48115 0.280
H -1.27454 -1.84623 0.80236 0.360
C 0.56785 -1.16265 -0.16959 -0.579
C 0.23600 1.09853 -1.13930 -1.112
H -1.52759 -0.97257 -0.72931 0.273
H 0.66019 1.69172 1.01326 0.416
C -1.10232 0.29649 0.91572 -0.233
O 0.80320 0.73754 1.13369 -0.565
C -0.93269 -1.00466 0.18726 -0.611
H 0.72147 -1.72362 -1.09654 0.330
H 2.16235 0.33991 -0.35692 0.376
H 1.09590 -1.68113 0.63674 0.371
H -1.13179 0.25508 2.00327 0.293
C 1.06860 0.26638 -0.27891 -0.086
H 0.65901 2.06175 -1.43509 0.267
H -0.26238 0.59500 -1.96779 0.220



Entry 3:
25
Properties=species:S:1:pos:R:3:mulliken_charge:R:1 method="wB97M-V/def2-TZVPD" charge=+1 homo_ev=-11.87 e_tot_ev=-13893.805
H 1.23141 -1.08912 2.86917 0.284
N 0.24673 1.90567 0.48250 -0.256
C -0.23509 2.33376 -0.66481 0.484
H -1.09616 -3.26727 -1.26374 0.292
C -0.73851 -1.24400 -0.54206 -0.400
H -1.30915 3.68869 -1.56481 0.221
C -0.52873 -3.08520 0.65493 -0.509
H -0.46739 -1.67877 3.36830 0.251
C -0.13085 -2.03864 1.40282 0.280
H 0.06396 2.21266 -2.71321 0.284
H 1.45380 0.25688 -2.68614 0.338
H 0.33256 0.89482 0.74613 0.401
H -0.52936 -4.10673 0.96718 0.420
H 2.26674 1.58619 -1.86199 0.351
N -1.06365 -2.59784 -0.50445 -0.166
H 1.00763 -2.69694 3.14766 0.348
H 1.55788 0.36996 -0.92993 0.325
C 0.44296 -1.84148 2.77574 -1.040
H 0.34243 2.55256 1.25082 0.254
N -1.16687 3.30691 -0.63514 -0.415
N 0.12580 1.72238 -1.83049 -0.149
C 1.35986 0.96406 -1.86887 -0.964
H -1.83706 3.33302 0.11198 0.265
N -0.23649 -0.88275 0.62935 -0.245
H -1.09243 -0.59883 -1.34094 0.345



Entry 4:
19
Properties=species:S:1:pos:R:3:mulliken_charge:R:1 method="wB97M-V/def2-TZVPD" smiles=CC[C@H]1C[C@H]2C[C@@H]12 homo_ev=-9.48 e_tot_ev=-7452.074
C -0.49246 1.05606 0.67797 -0.980
H -3.08251 -0.93518 -0.41167 0.265
C 0.25295 -0.29632 0.45559 0.205
H -2.46673 0.37948 1.74414 0.375
H -1.86975 0.09245 -1.31223 0.151
H 1.48076 -1.56004 -0.74426 0.329
H -0.54253 1.70719 -0.20496 0.322
H 2.12258 1.45201 -0.69103 0.299
H 2.97857 0.21581 0.24235 0.310
C -1.08835 -1.02297 0.50287 -0.517
H 0.79954 -0.52652 1.37981 0.377
C -2.13622 -0.40222 -0.37776 -0.726
H 0.62025 -0.33200 -1.66406 0.245
H -1.23667 -2.02148 0.90410 0.398
C 1.17517 -0.50434 -0.73224 -0.424
H 3.07542 0.21234 -1.52653 0.365
C -1.78196 0.26194 0.91120 -0.118
C 2.40802 0.39315 -0.67773 -1.172
H -0.12596 1.64564 1.52137 0.296



Entry 5:
20
Properties=species:S:1:pos:R:3:mulliken_charge:R:1 method="wB97M-V/def2-TZVPD" homo_ev=-8.54 e_tot_ev=-22702.152
C 1.70095 -0.56125 0.38665 -0.896
C -2.03263 -0.19338 -2.71154 -0.676
H -0.52344 3.99308 0.26532 0.416
H -2.05439 -0.14070 -1.64125 0.264
C -0.07156 1.91750 0.86589 -0.369
H -2.80812 -0.82738 -3.09386 0.345
C -0.38934 3.02884 0.54780 -0.477
H 0.01456 -0.46027 3.44149 0.390
N -0.72753 -0.78879 0.91257 -0.456
S -0.47932 -1.09586 -2.85071 -0.057
C 1.32227 -0.77254 -0.86674 0.040
N -0.96322 -1.04937 -0.24818 -0.212
H 1.47739 -1.27074 3.00339 0.293
C 0.79652 -0.30641 2.72500 -1.286
H 2.07400 -0.96840 -1.62656 0.333
H 1.37603 0.57273 3.07804 0.316
H -1.85394 0.73382 -3.21170 0.289
C 0.49424 -0.36102 1.32608 0.985
H 2.62172 -0.66634 0.94446 0.416
N 0.02583 -0.78353 -1.24616 0.341



Entry 6:
12
Properties=species:S:1:pos:R:3:mulliken_charge:R:1 method="wB97M-V/def2-TZVPD" smiles="C=NC(C=O)C=O" homo_ev=-10.03 e_tot_ev=-9812.133
C 1.34794 -0.32437 -0.58376 -0.035
C -0.77392 -1.27769 0.33249 -0.021
H -1.07591 -1.95245 1.15889 0.343
C 0.38886 -0.33941 0.60886 0.165
C -0.73206 1.60687 -0.09783 -0.259
H 0.84258 -0.25499 -1.56907 0.317
H -1.08890 1.10951 -1.00571 0.248
O -1.35734 -1.28637 -0.72787 -0.458
N -0.04611 1.05148 0.81437 -0.425
H 0.93865 -0.65228 1.49932 0.302
H -0.98815 2.65737 0.04200 0.275
O 2.54437 -0.33767 -0.47170 -0.452



Entry 7:
19
Properties=species:S:1:pos:R:3:mulliken_charge:R:1 method="wB97M-V/def2-TZVPD" charge=+1 homo_ev=-12.86 e_tot_ev=-23231.957
H -2.13674 -1.96692 1.22291 0.380
H 2.57385 -1.87571 -0.73793 0.287
H -1.15927 2.18592 0.22821 0.448
S -2.15718 -0.37049 -0.59028 0.442
N 1.93992 -1.09436 -0.62025 -0.098
H -1.83930 -0.31172 1.83578 0.303
H 0.29124 1.68563 -1.47824 0.430
C 2.45060 0.04897 -0.20882 0.011
H -3.47512 -0.80519 1.35727 0.371
O -2.38133 1.07918 -0.59465 -0.672
N 1.78885 1.17814 -0.06596 -0.107
O -0.21366 2.12488 0.49683 -0.494
H 2.22401 1.93596 0.45756 0.303
H 3.50519 0.06622 0.03839 0.389
C -2.41526 -0.92201 1.14909 -0.936
H 0.37667 -2.46623 -0.84088 0.424
C -0.37614 -0.50674 -0.53408 -0.491
C 0.56544 -1.41143 -0.68409 0.089
C 0.43824 1.42593 -0.43086 -0.080



Entry 8:
76
Properties=species:S:1:pos:R:3:mulliken_charge:R:1 method="wB97M-V/def2-TZVPD" homo_ev="-7.73 / -7.73" e_tot_ev=-132644.817
C -4.01646 3.81905 -4.63243 -0.505
N 2.44256 1.48256 1.46781 -0.705
C -1.40268 4.71256 1.97892 -0.509
H -1.39869 1.29536 2.36071 0.133
H -5.32270 4.03594 -1.51603 0.435
C -0.60913 1.58674 5.64400 0.860
O -0.17784 0.65126 -2.09938 -0.497
S -2.46456 0.61537 -0.11214 -0.567
H 0.74878 7.30990 1.72851 0.404
O -0.05826 -0.57970 1.51770 -0.375
O 0.13675 2.05147 0.53007 -0.267
C -6.58711 2.28806 2.07464 -0.628
H -6.15544 5.52249 2.98904 0.406
C -0.82877 1.55860 3.24346 0.416
H -2.04308 3.11101 -5.10587 0.438
C 0.45393 2.06499 3.11790 0.191
C -0.03190 6.20008 0.07078 -0.582
H -2.36349 0.92522 4.58989 0.358
C 0.10075 6.50063 1.41852 -0.708
C -1.52913 -2.73041 -2.47477 -0.723
O -0.89023 -0.25908 -4.03370 -0.749
H 4.21977 -2.00938 -1.26764 0.472
C -5.44181 2.11587 1.31043 -0.706
S 4.11411 -0.34683 0.56508 -0.226
N -0.59915 -1.42657 -0.77573 1.180
Co -0.15994 0.26971 -0.19179 -0.708
H -4.12934 5.23722 1.61964 0.474
H 1.76710 -1.35055 -1.94433 0.322
O -0.68852 -2.48659 2.53323 -0.740
C -0.52588 -1.79504 1.55452 0.174
O -2.34820 -4.89858 -1.84178 -0.545
H -1.92722 4.13591 2.73095 0.559
C -2.75405 3.32979 -4.32028 -0.906
S 1.17418 2.39380 1.55117 1.295
H -4.28605 3.99191 -5.66638 0.381
O 1.52924 3.78219 1.52122 -0.601
H -0.47971 5.99032 3.42349 0.440
C -0.58795 5.76321 2.37092 -0.716
C -0.94101 -1.56400 -2.04690 0.055
C 2.58558 0.47948 0.61098 0.653
H -1.80412 -2.83468 -3.51721 0.506
H -5.23057 1.15462 0.85720 0.414
C -5.95774 4.56948 2.51572 -0.715
C 1.21553 2.32688 4.25025 -0.986
C -4.81265 4.40638 1.74775 -0.522
H -1.89521 0.69654 6.94525 0.241
C -1.45026 -3.51876 -0.17515 -0.939
H -0.48268 1.25609 7.64898 0.225
C -1.77176 -3.72422 -1.52118 0.970
C -6.84162 3.51206 2.67862 -0.467
C -0.66767 -0.29024 -2.84093 0.493
C -4.93881 4.07045 -3.62642 -0.721
Sb -2.82081 2.88963 -0.00742 1.888
H -5.92596 4.44020 -3.87247 0.404
C -1.36372 1.33355 4.49736 -1.211
N -1.15114 1.37393 6.90526 -0.580
H -7.27683 1.46404 2.20304 0.412
H 0.50788 6.77316 -0.67135 0.421
H -7.73071 3.64082 3.28253 0.394
H -0.95104 4.92957 -1.38786 0.407
H 1.28136 2.29531 6.38638 0.325
C -3.32978 3.36542 -1.98925 0.595
C 0.68665 2.09379 5.50338 -0.827
H -1.67082 -4.25843 0.58118 0.595
C -1.52486 4.41204 0.62644 0.588
N 1.75074 0.02686 -0.32458 0.820
C -0.86460 -2.32448 0.16508 0.430
C -4.55711 3.17827 1.14359 0.661
C 3.58078 -1.29038 -0.78523 -0.350
C -0.85079 5.15612 -0.33344 -0.581
H -1.43753 2.66573 -2.76701 0.461
C -4.59867 3.84129 -2.29951 -0.626
C -2.40721 3.09701 -2.99828 -0.445
H 2.22148 2.71276 4.14604 0.490
C 2.32755 -0.95089 -1.11507 -0.765
H -2.53694 -4.92960 -2.78652 0.314